1.
DFT (ωB97M-V/def2-TZVPD) results for C19H19Cl2F5InN2O2S as an isolated structure.

```
! wB97M-V def2-TZVPD RIJCOSX def2/J DEFGRID3
* xyz 1 1
In 0.1036 -0.0781 -0.1817
Cl -7.0899 0.4373 -1.3713
C -5.4087 0.0508 -1.3036
C -4.8069 -0.5893 -2.3931
C -3.4716 -0.9062 -2.3625
Cl -2.7463 -1.6966 -3.7150
C -2.6536 -0.5985 -1.2518
O -1.3921 -0.9448 -1.2920
C -3.2855 0.0419 -0.1525
C -2.6296 0.3840 1.0751
O -1.4288 0.2574 1.3771
C -4.6631 0.3557 -0.2013
H -5.3953 -0.8361 -3.2664
H -3.2823 0.8029 1.8505
H -5.1261 0.8430 0.6472
C 3.0253 0.2132 -1.4595
N 1.9329 -0.7789 -1.4014
C 1.4087 -0.9993 -2.7708
C 2.4161 -2.0429 -0.8085
C 1.2756 -2.8435 -0.2058
N 0.5592 -2.0750 0.8397
C 1.3639 -1.9734 2.0776
C -0.7047 -2.7748 1.1677
H 3.8301 -0.1545 -2.1014
H 3.4181 0.3885 -0.4591
H 2.6412 1.1490 -1.8597
H 2.2084 -1.3618 -3.4219
H 1.0324 -0.0549 -3.1632
H 0.5873 -1.7134 -2.7603
H 3.1517 -1.7961 -0.0436
H 2.9281 -2.6439 -1.5654
H 1.6622 -3.7747 0.2190
H 0.5452 -3.1080 -0.9726
H 1.5305 -2.9716 2.4907
H 0.8251 -1.3709 2.8059
H 2.3237 -1.5026 1.8843
H -0.4828 -3.7814 1.5309
H -1.3308 -2.8350 0.2808
H -1.2275 -2.2243 1.9460
F 2.7097 4.8743 3.8464
C 2.1423 4.2709 2.8137
C 1.6766 5.0100 1.7366
F 1.8000 6.3282 1.7440
C 1.0857 4.3735 0.6593
F 0.6517 5.1150 -0.3547
C 0.9362 2.9893 0.6072
S 0.1727 2.2732 -0.8110
C 1.4168 2.2953 1.7029
F 1.3104 0.9275 1.7391
C 2.0090 2.8945 2.7960
F 2.4448 2.1552 3.8122
*
```

Properties
Relative energy (zero: lowest compared OMol25 entry of this formula, charge and spin), kJ/mol: 0.0
Lowest unoccupied orbital energy, eV: -3.59

Atom charges from the Mulliken analysis, given in e for atoms 1 to 6: atom 1 (In): 1.96, atom 2 (Cl): -0.19, atom 3 (C): 0.10, atom 4 (C): -0.55, atom 5 (C): 0.35, atom 6 (Cl): -0.19

***

2.
DFT (ωB97M-V/def2-TZVPD) results for a 3-piece molecular cluster, C31H61F5N5O7P2 overall in a non-equilibrium geometry.

```
! wB97M-V def2-TZVPD RIJCOSX def2/J DEFGRID3
* xyz 1 1
C -2.3566 -2.3364 4.0517
C -2.0207 -2.2883 2.9026
C -1.6034 -2.2247 1.4934
C -0.4121 -1.2412 1.3363
C -0.3957 -0.0305 2.2726
C -1.4920 1.0216 1.9781
P -0.9123 2.4844 1.0772
O -1.4349 3.7000 1.7160
O -1.3343 2.3569 -0.4690
C -2.7566 2.4510 -0.6957
C -3.0447 3.7648 -1.4110
O 0.6790 2.4841 1.0415
C 1.3010 3.2256 -0.0495
C 2.7863 3.3536 0.2434
C -1.1153 -3.6659 1.2034
N -1.1453 -4.0078 -0.2652
C -0.6670 -5.3999 -0.5092
F -1.6793 -6.2583 -0.3671
F 0.2455 -5.6882 0.4234
C 0.0058 -5.6144 -1.9205
F -0.8801 -5.9992 -2.8248
F 0.9139 -6.5827 -1.7841
F 0.6297 -4.4923 -2.2966
C -2.5696 -3.7438 -0.7186
O -2.8015 -4.2543 -1.9725
N -3.9569 -5.2624 -1.9431
O -4.5033 -5.2406 -2.9374
C -2.8760 -2.2378 -0.6020
N -2.0359 -1.4321 -1.4106
C -2.0409 -1.2431 -2.6889
C -1.0784 -1.9479 -3.6131
C -2.8825 -0.2097 -3.3834
P -4.7275 -2.0797 -1.0490
C -5.1165 -0.5144 -0.2123
O -5.4291 -3.2130 -0.0645
O -2.7691 -1.8451 0.7666
H -2.7956 -2.4985 5.0097
H -0.3503 -0.8475 0.3180
H 0.5307 -1.7716 1.4965
H -0.3569 -0.3157 3.3215
H 0.5673 0.4545 2.0942
H -2.2819 0.5586 1.3815
H -1.9463 1.3820 2.8971
H -3.3333 2.3813 0.2276
H -3.0113 1.6095 -1.3403
H -2.5609 3.7295 -2.3872
H -2.5761 4.5610 -0.8336
H -4.1149 3.9351 -1.5070
H 1.1499 2.7091 -0.9952
H 0.8323 4.2095 -0.0778
H 3.1796 2.4365 0.6782
H 3.3002 3.5130 -0.7055
H 2.9763 4.2024 0.8954
H -1.7818 -4.3733 1.6971
H -0.1296 -3.7853 1.6367
H -0.5642 -3.3066 -0.7595
H -3.2088 -4.2646 0.0065
H -1.6555 -2.3584 -4.4425
H -0.3590 -1.2341 -4.0185
H -0.5867 -2.7503 -3.0760
H -3.7853 0.0275 -2.8294
H -2.2879 0.6814 -3.5936
H -3.1970 -0.6264 -4.3425
H -4.6088 0.3239 -0.6798
H -6.1921 -0.3371 -0.2137
H -4.7901 -0.5328 0.8335
H -5.9683 -2.7747 0.6083
C 3.5862 -5.0945 0.5241
C 4.8590 -5.4020 1.2970
N 4.6856 -5.2933 2.7324
C 5.9414 -5.2964 3.4679
C 6.8048 -6.5613 3.4173
C 3.6164 -6.0973 3.2987
C 3.6568 -7.6147 3.0754
H 3.1886 -4.1164 0.8083
H 3.7972 -5.0787 -0.5468
H 2.8162 -5.8487 0.6930
H 5.6223 -4.6798 0.9969
H 5.2292 -6.3910 0.9859
H 5.7272 -5.0518 4.5113
H 6.5381 -4.4596 3.0921
H 6.3910 -7.3641 4.0258
H 7.7969 -6.3399 3.8141
H 6.9370 -6.9302 2.3997
H 2.6664 -5.7224 2.9033
H 3.5697 -5.8920 4.3706
H 3.8930 -7.8730 2.0420
H 2.6788 -8.0445 3.3028
H 4.3791 -8.1067 3.7236
C -0.7009 7.6182 0.4824
C 0.4188 8.3698 -0.2206
N 0.5444 8.0209 -1.6251
C 1.7729 8.5045 -2.2329
C 1.9836 10.0195 -2.3349
C -0.6614 8.1769 -2.4206
C -1.3178 9.5624 -2.4726
H -0.5883 6.5401 0.3529
H -0.6746 7.8304 1.5514
H -1.6866 7.9101 0.1177
H 1.3620 8.1135 0.2699
H 0.2731 9.4499 -0.0642
H 1.8576 8.0659 -3.2313
H 2.6054 8.0830 -1.6599
H 1.3664 10.4667 -3.1127
H 3.0237 10.2262 -2.5948
H 1.7767 10.5274 -1.3927
H -1.4035 7.4645 -2.0494
H -0.4417 7.8443 -3.4386
H -1.3856 10.0218 -1.4858
H -2.3352 9.4705 -2.8586
H -0.7866 10.2460 -3.1325
*
```

Properties
Lowest unoccupied orbital energy, eV: -3.69

Atom charges from the Mulliken analysis, given in e for atoms 1 to 6: atom 1 (C): -0.16, atom 2 (C): -2.85, atom 3 (C): 3.78, atom 4 (C): -0.83, atom 5 (C): -1.43, atom 6 (C): 0.14

***

3.
DFT (ωB97M-V/def2-TZVPD) results for one molecule with the formula C4H7NO2S in a non-equilibrium geometry.

```
! wB97M-V def2-TZVPD RIJCOSX def2/J DEFGRID3
* xyz 0 1
C -3.6018 -0.7771 -0.0551
O -2.9168 0.4350 -0.2268
N -1.5364 0.0879 0.0855
C -0.8392 1.0940 0.0488
C 0.6265 1.0848 0.1878
C 1.5514 -0.1500 0.1119
O 0.8675 -1.2539 0.1888
S 3.2285 -0.1389 -0.1776
H -4.7042 -0.4668 -0.1964
H -3.5198 -1.3789 0.8539
H -3.3162 -1.5598 -0.7404
H -1.2637 2.0794 0.0442
H 1.0330 1.5443 1.1237
H 1.0133 1.5953 -0.6183
H -0.1720 -1.1660 0.3197
*
```

Properties
Relative energy (zero: lowest compared OMol25 entry of this formula, charge and spin), kJ/mol: 416.4
Lowest unoccupied orbital energy, eV: 0.57
Structure (SMILES): CO/N=C/CC(O)=S

Atom charges from the Mulliken analysis, given in e for atoms 1 to 6: atom 1 (C): -0.62, atom 2 (O): -0.24, atom 3 (N): -0.31, atom 4 (C): 0.04, atom 5 (C): -0.76, atom 6 (C): 0.26

***

4.
DFT (ωB97M-V/def2-TZVPD) results for one molecule with the formula C3H6N4 in a non-equilibrium geometry.

```
! wB97M-V def2-TZVPD RIJCOSX def2/J DEFGRID3
* xyz 0 1
C 0.3274 -0.0565 -0.3194
C -0.4367 -1.0393 0.5013
C 1.7731 -0.0295 0.2141
N -1.7154 -0.9040 0.5241
N -2.3011 0.0159 -0.1644
N -1.6408 1.1359 -0.3757
N -0.3975 1.3409 -0.3064
H 0.2419 -0.2501 -1.4197
H 0.0638 -1.6380 1.2239
H 1.9465 -1.0917 0.3312
H 1.7297 0.4637 1.1184
H 2.5892 0.2556 -0.5072
H -2.1801 1.7970 -0.8203
*
```

Properties
Relative energy (zero: lowest compared OMol25 entry of this formula, charge and spin), kJ/mol: 435.2
Lowest unoccupied orbital energy (spin up / spin down), eV: -0.06 / -0.06

Atom charges from the Mulliken analysis, given in e for atoms 1 to 6: atom 1 (C): 0.34, atom 2 (C): -0.08, atom 3 (C): -1.28, atom 4 (N): -0.20, atom 5 (N): -0.67, atom 6 (N): 0.54

***

5.
DFT (ωB97M-V/def2-TZVPD) results for a 9-piece molecular cluster, C7H33NO8 overall in a non-equilibrium geometry.

```
! wB97M-V def2-TZVPD RIJCOSX def2/J DEFGRID3
* xyz 0 1
C 2.6675 -0.8877 2.0739
C 2.6784 -0.7261 0.5760
C 1.8549 0.4701 0.1726
C 1.7590 0.7919 -1.3870
N 0.5654 1.6988 -1.5174
C 0.9662 3.0449 -1.9432
C -0.3993 1.0715 -2.4783
C -1.7816 1.6181 -2.0761
H 1.6146 -1.0010 2.4509
H 3.2864 -1.7298 2.3967
H 2.9187 0.0880 2.5456
H 2.4436 -1.6946 0.1287
H 3.7259 -0.6869 0.2175
H 0.7478 0.3713 0.2905
H 2.3057 1.4542 0.4878
H 2.5862 1.1813 -1.9507
H 1.5472 -0.1475 -1.9396
H 1.1712 3.5760 -1.0148
H 1.7508 3.1591 -2.7055
H 0.1444 3.6528 -2.3174
H -0.2657 1.2232 -3.5463
H -0.4978 -0.0304 -2.4355
H -1.8278 2.7173 -2.2123
H -2.5545 1.2607 -2.7838
H -2.0345 1.3540 -1.0540
O -3.7419 -0.7476 2.4503
H -4.0975 -0.9456 1.5505
H -2.9058 -1.2053 2.4845
O -0.1589 2.6075 1.1511
H 0.0907 2.0939 0.3591
H -0.7925 3.2964 0.9242
O -0.8197 -0.8746 0.9815
H -0.7936 0.0928 0.9494
H 0.0720 -1.2312 0.9453
O -1.2290 -3.0927 -0.2255
H -1.1220 -3.9552 -0.6415
H -0.7948 -3.1432 0.6618
O 0.6804 -2.3036 -3.2711
H -0.2031 -1.9284 -3.1578
H 1.1305 -1.7126 -3.8828
O -0.1821 -2.5758 2.6180
H -0.9000 -1.9790 2.8519
H 0.1831 -2.8516 3.4670
O -0.2041 1.2148 3.4522
H -0.9832 1.6546 3.1174
H 0.5938 1.4102 2.9638
O -3.4547 -1.7875 0.1931
H -3.0072 -2.6707 0.1249
H -2.7331 -1.1946 -0.0454
*
```

Properties
Relative energy (zero: lowest compared OMol25 entry of this formula, charge and spin), kJ/mol: 117.4
Lowest unoccupied orbital energy, eV: 0.37
Structure (SMILES): CCCCN(C)CC.O.O.O.O.O.O.O.O

Atom charges from the Mulliken analysis, given in e for atoms 1 to 6: atom 1 (C): -0.83, atom 2 (C): -0.60, atom 3 (C): 2.20, atom 4 (C): -1.13, atom 5 (N): 0.82, atom 6 (C): -1.28